Entry from the OMol25 dataset: 2 unconnected molecules or ions with the total composition C4H10N3 in a non-equilibrium geometry (the ωB97M-V functional and the def2-TZVPD basis).

Geometry as XYZ:
```
17
Properties=species:S:1:pos:R:3:forces:R:3
N -0.36134 0.33174 -0.14797 -1.568 -3.716 -3.835
H 1.22489 -2.02370 2.56723 0.205 0.629 -0.734
N -1.53116 -0.29765 -0.47053 5.700 0.883 -0.967
N 1.04193 1.70413 0.99628 -1.661 -1.341 -2.070
H -2.35440 -0.05400 -0.07678 -2.964 1.449 2.092
C 2.42534 -0.73308 1.10326 -1.978 -2.077 1.872
H -0.49796 -0.88460 -2.15911 -0.790 -0.256 0.233
H -2.10462 -1.67333 -1.77947 -0.029 -0.271 -0.685
H 0.46683 -0.21400 -0.38412 -0.260 -0.285 -0.057
C -0.24305 1.24874 0.80848 0.767 2.318 3.564
H -1.13379 1.61559 1.22392 -0.477 0.814 0.715
H 2.94784 -0.12326 0.47451 1.503 0.784 -1.222
C 1.69489 -1.37001 1.82775 0.879 -0.159 0.028
C -1.54461 -0.74716 -1.81202 0.300 -0.932 -1.263
H 1.80560 1.20101 0.58522 -0.147 0.404 0.261
H 1.21395 2.40134 1.62919 0.583 1.884 1.672
H -1.99886 -0.02298 -2.50749 -0.061 -0.127 0.396
```
Forces are in eV/Å.

Calculated values
total charge	+1
spin multiplicity	3
frontier orbital gap (spin up / spin down)	7.5 / 7.5	eV
⟨S²⟩	2.007

Atomic partial charges in e from the Löwdin method, atoms 1 to 5: 0.028, 0.059, 0.076, 0.158, 0.126


Entry from the OMol25 dataset: 2 unconnected molecules or ions with the total composition C4H10N3O in a non-equilibrium geometry (the ωB97M-V functional and the def2-TZVPD basis).

Geometry as XYZ:
```
18
Properties=species:S:1:pos:R:3:forces:R:3
H 1.79989 -0.90263 -0.15448 -0.228 -1.384 -0.416
H -1.56183 0.16447 -3.70842 0.127 1.908 0.580
C -0.89052 0.20357 0.87266 -1.915 0.404 6.486
N 1.03701 -0.02319 1.34806 -0.811 0.488 0.694
N 1.73805 -0.00807 0.26665 0.327 1.811 -1.233
C -0.88191 1.07601 -3.62411 0.596 -0.555 -2.133
N -0.89308 0.60196 -0.35728 -0.165 0.540 -1.370
H 2.04404 -1.45895 2.18252 -1.321 -0.147 1.262
H -1.17961 2.18958 -3.68476 -0.072 -2.138 0.786
C -0.24173 0.64080 -1.34069 1.118 -0.394 1.388
C 0.93521 -1.18957 2.23062 3.137 0.283 1.610
H 0.60540 -0.73643 3.19826 0.475 -0.886 -0.543
H 1.46908 0.66782 2.05828 -1.692 -0.174 -1.917
O 0.07384 0.78334 -2.51317 0.243 0.667 -1.455
H 0.43309 -2.10549 2.05829 -1.148 -0.345 -1.164
H -1.44196 -0.71940 1.15380 0.896 -0.038 -0.941
H -1.24473 0.87810 1.77851 0.909 -0.398 -2.434
H -0.21164 0.91365 -4.50770 -0.478 0.357 0.801
```
Forces are in eV/Å.

Calculated values
total charge	+1
frontier orbital gap (spin up / spin down)	8.8 / 8.8	eV

Atomic partial charges in e from the Löwdin method, atoms 1 to 5: 0.054, 0.132, -0.082, -0.251, 0.063


Entry from the OMol25 dataset: a gas-phase ion, C4H10N3O (charge +1) in a non-equilibrium geometry (the ωB97M-V functional and the def2-TZVPD basis).

Geometry as XYZ:
```
18
Properties=species:S:1:pos:R:3:forces:R:3
H -0.64554 2.91910 -0.64568 0.892 0.549 -0.389
H 1.58805 1.89743 -0.11880 -1.098 -1.371 0.575
N -1.07094 2.20282 -0.11349 -2.480 -1.110 -0.471
O -1.16958 0.50415 1.28534 -0.030 -1.325 -0.392
H 1.17737 1.93076 1.53064 0.098 -0.553 0.270
C -0.44479 1.27738 0.55768 0.140 1.999 -0.094
C 1.49937 -0.15453 0.89650 0.444 2.026 -0.422
C -0.38405 -2.35648 -1.19507 -1.279 -3.598 0.277
H -0.70844 -2.18973 -2.26538 0.809 -0.001 1.145
H -2.07769 2.04621 -0.34799 1.060 0.403 0.800
H 0.39219 -3.20525 -1.09343 -0.963 1.761 -0.358
H -0.49725 -0.46193 -1.03928 0.194 2.352 -0.173
C 1.02175 1.26379 0.66264 0.997 1.295 -0.308
H -0.71808 -0.38599 1.30158 -0.506 0.620 0.608
H 2.40763 -0.23794 1.48397 -0.287 -0.636 0.015
N -0.04187 -1.14956 -0.50411 -0.811 -1.208 -1.087
N 0.98134 -1.12231 0.27806 1.795 -1.485 0.808
H -1.30946 -2.77790 -0.67318 1.024 0.280 -0.804
```
Forces are in eV/Å.

Calculated values
total charge	+1
frontier orbital gap	8.8	eV

Atomic partial charges in e from the Löwdin method, atoms 1 to 5: 0.138, 0.171, 0.273, 0.186, 0.157


Entry from the OMol25 dataset: 2 unconnected molecules or ions with the total composition C4H10N3O in a non-equilibrium geometry (the ωB97M-V functional and the def2-TZVPD basis).

Geometry as XYZ:
```
18
Properties=species:S:1:pos:R:3:forces:R:3
H 0.15417 -1.79840 0.59611 -1.769 -1.492 1.437
N 0.24508 -0.41778 -0.83828 -0.095 1.492 -2.835
H -3.69480 -0.34922 0.17661 0.312 -0.794 -0.091
H -2.53795 -1.41424 -0.75099 -0.122 -0.839 -1.563
C -2.65893 -0.72609 0.02590 -1.374 2.526 0.177
H 1.75674 1.79801 0.93155 -0.200 -0.657 -0.357
H 1.54405 -1.83207 -0.40169 0.549 -0.773 -0.353
N 0.90841 0.87954 -0.81178 -1.213 1.233 -0.912
H 1.43278 1.02912 -1.64788 0.634 -0.713 -1.323
C 0.84759 -1.20758 0.13062 3.118 2.611 0.096
H 2.82670 0.98401 -0.14533 0.855 -0.584 -0.128
C -1.77269 0.43305 -0.12976 0.892 -1.318 2.064
H 1.00892 -0.12159 1.87982 0.966 0.019 -1.204
H -2.22299 -1.18724 0.86955 -0.272 -0.748 1.310
H 0.28152 1.75361 -0.90090 -0.165 -1.988 0.958
N 1.58576 -0.27705 1.01634 -1.379 -1.995 2.510
C 1.86279 0.88024 0.31106 0.435 2.334 1.267
O -1.56715 1.57367 -0.31096 -1.171 1.686 -1.054
```
Forces are in eV/Å.

Calculated values
total charge	+1
spin multiplicity	3
frontier orbital gap (spin up / spin down)	6.8 / 8.3	eV
⟨S²⟩	2.006

Atomic partial charges in e from the Löwdin method, atoms 1 to 5: 0.108, 0.132, 0.118, 0.077, -0.020


Entry from the OMol25 dataset: a gas-phase ion, C4H10N3S (charge +1) in a non-equilibrium geometry (the ωB97M-V functional and the def2-TZVPD basis).

Geometry as XYZ:
```
18
Properties=species:S:1:pos:R:3:forces:R:3
N -1.04104 -0.48966 -0.91245 -1.411 3.281 -1.493
H -0.90013 1.82660 -1.87282 0.120 0.529 0.118
H 1.63695 0.86939 2.83254 0.432 1.298 -0.438
S -2.22710 1.72913 -1.83190 -0.707 0.311 -0.453
C 0.17061 0.28656 -1.15495 0.115 -1.197 1.914
H 2.07003 -0.72224 2.74409 0.522 1.490 -2.153
C -2.15844 0.15315 -1.25455 2.439 -0.592 0.400
N -1.07627 -1.57697 -0.04747 1.045 -2.985 -1.047
H 1.84393 1.18841 -0.42381 0.568 0.109 0.549
H 2.79334 0.43876 1.42214 2.031 0.665 -0.014
H 0.03554 -0.46595 1.31660 0.799 0.094 0.001
N 0.92930 -0.02903 1.07377 -0.324 1.075 -0.341
C 1.02197 0.56600 -0.12355 -1.325 -1.780 -1.058
C 1.97564 0.23211 2.02519 -2.288 -3.433 3.598
H -0.33415 -2.27802 -0.44252 -1.757 1.434 1.047
H -2.01160 -2.06274 -0.09330 1.217 0.813 -0.075
H 0.35030 0.64470 -2.12940 0.061 -0.089 -0.916
H -3.07889 -0.31022 -1.12761 -1.538 -1.023 0.362
```
Forces are in eV/Å.

Calculated values
total charge	+1
frontier orbital gap	7.9	eV

Atomic partial charges in e from the Löwdin method, atoms 1 to 5: -0.210, -0.115, 0.082, 0.984, -0.146


Entry from the OMol25 dataset: a single C4H10N4 molecule in a non-equilibrium geometry (the ωB97M-V functional and the def2-TZVPD basis).

Geometry as XYZ:
```
18
Properties=species:S:1:pos:R:3:forces:R:3
H -0.12333 -1.88869 -0.26247 -0.249 -0.447 -0.974
H -3.12948 -0.91229 -0.22192 -0.565 -0.370 -0.042
C 0.63603 1.34055 -0.02729 0.573 0.521 -0.574
H 2.42573 2.30879 0.49215 -1.569 -1.897 -0.408
N -2.34895 -0.76976 0.37961 0.906 -0.580 0.702
H -1.98255 -1.64711 0.83452 -0.210 1.809 -1.085
N 1.93709 1.35687 0.40360 4.650 1.821 0.853
H 0.28867 2.41264 -0.36661 0.083 -2.534 1.169
C 0.48401 -1.06476 0.05494 2.110 -3.367 4.164
H 2.75475 0.58343 0.48055 -3.832 1.828 -0.512
H 0.65300 -1.32889 1.14178 -0.602 0.262 -0.180
C -0.08694 0.17326 -0.11820 -4.034 5.939 -0.195
H -3.27479 1.20334 -0.08621 2.994 1.195 -1.120
N -2.20248 1.43361 -0.39967 -3.348 -0.599 0.920
N 1.85209 -0.99134 -0.41530 0.405 -4.403 -0.998
H 1.60120 -0.52370 -1.27164 1.408 -0.276 -1.384
C -1.60092 0.36698 -0.07041 1.491 -1.841 0.039
H 2.11689 -2.05293 -0.54743 -0.211 2.939 -0.375
```
Forces are in eV/Å.

Calculated values
total charge	0
frontier orbital gap	8.4	eV

Atomic partial charges in e from the Löwdin method, atoms 1 to 5: 0.101, 0.063, -0.142, 0.112, 0.066


Respective E values: -8766.775 -10814.662 -10819.035 -10815.063 -19606.188 -10267.740 eV.
Respective ΔE to the lowest compared entry with this formula, charge and spin values: 84.3 155.5 54.6 59.6 73.0 71.7 kcal per mole.